No. 1
# C7H21NO4

A cluster of 5 separate species, C7H21NO4 in total (ωB97M-V with the def2-TZVPD basis set, OMol25).

```
! wB97M-V def2-TZVPD RIJCOSX def2/J DEFGRID3
* xyz 0 1
C 1.916 2.433 0.003
C 2.376 1.195 -0.067
C 1.544 -0.030 0.150
C 1.560 -0.655 1.315
C 1.036 -0.644 -1.140
C 0.012 0.237 -1.900
C -1.427 0.055 -1.472
N -1.618 -0.152 0.000
H 0.846 2.583 0.097
H 2.458 3.335 -0.239
H 3.396 0.991 -0.377
H 1.271 -1.688 1.493
H 2.171 -0.352 2.162
H 0.554 -1.608 -0.988
H 1.847 -0.775 -1.859
H 0.144 0.209 -2.981
H 0.224 1.284 -1.682
H -2.066 0.890 -1.653
H -1.809 -0.911 -1.812
H -0.934 0.300 0.576
H -1.781 -1.121 0.215
O -2.857 1.670 1.746
H -2.671 0.849 1.250
H -3.326 1.463 2.556
O -1.814 -3.366 0.139
H -0.891 -3.570 0.346
H -2.251 -3.776 0.889
O 2.210 -3.663 -0.186
H 2.773 -2.888 -0.150
H 2.129 -4.104 0.658
O -1.376 3.737 0.559
H -1.983 3.058 0.893
H -1.258 4.451 1.182
*
```

SMILES: C=CC(=C)CCCN.O.O.O.O
frontier orbital gap: 0.3401 hartree
relative energy (zero: lowest compared OMol25 entry of this formula, charge and spin): 0.8135 eV

Löwdin atomic charge list, values in e, 4 entries: C 0.027; C -0.149; C -0.336; C 0.037

No. 2
# CH2N2P2

A structure of composition CH2N2P2 (ωB97M-V with the def2-TZVPD basis set, OMol25).

```
! wB97M-V def2-TZVPD RIJCOSX def2/J DEFGRID3
* xyz 0 1
C 1.688 0.521 -0.164
N 2.685 0.312 -0.699
N -0.537 -0.599 0.440
P 0.328 0.752 0.767
P -2.047 -0.660 0.158
H -0.010 1.741 -0.375
H -2.107 -2.067 -0.126
*
```

frontier orbital gap: 0.3098 hartree
relative energy (zero: lowest compared OMol25 entry of this formula, charge and spin): 2.2087 eV

Löwdin atomic charge list, values in e, 4 entries: C -0.600; N 0.099; N -0.730; P 0.645

No. 3
# C12H23N2O2P2SZr

A structure of composition C12H23N2O2P2SZr (ωB97M-V with the def2-TZVPD basis set, OMol25).

```
! wB97M-V def2-TZVPD RIJCOSX def2/J DEFGRID3
* xyz 3 1
Zr 0.295 0.870 0.584
P 2.413 -0.779 1.241
C 2.341 -0.837 -0.645
C 1.113 -1.384 -1.217
N -0.033 -0.855 -0.735
C -1.221 -1.211 -1.223
C -1.263 -2.225 -2.154
C -0.096 -2.800 -2.624
C 1.121 -2.367 -2.168
C -2.423 -0.454 -0.752
P -2.237 1.241 -0.027
H 2.031 -2.706 -2.631
H -2.230 -2.513 -2.534
H -0.163 -3.549 -3.405
H -3.106 -0.305 -1.593
H -3.017 -1.053 -0.047
H 2.287 0.302 -0.933
H 3.269 -1.182 -1.101
H 0.019 4.852 -0.887
O 1.732 1.556 -0.534
H 2.268 2.345 -0.831
H -0.768 1.874 -0.402
O -0.510 4.310 -0.334
H -0.079 4.003 0.546
C -2.839 2.301 -1.359
H -3.740 1.754 -1.647
H -3.058 3.295 -0.938
H -2.099 2.304 -2.180
C -3.508 1.274 1.265
H -3.373 2.160 1.913
H -4.467 1.310 0.713
H -3.455 0.355 1.879
C 2.307 -2.528 1.639
H 3.254 -3.064 1.649
H 1.922 -2.639 2.648
H 1.620 -3.084 1.003
C 4.121 -0.292 1.526
H 4.245 -0.002 2.568
H 4.869 -1.063 1.361
H 4.413 0.576 0.935
S -1.046 -0.484 5.096
C -0.607 0.079 3.685
N -0.302 0.616 2.650
*
```

frontier orbital gap (spin up / spin down): 0.1722 / 0.1718 hartree
relative energy (zero: lowest compared OMol25 entry of this formula, charge and spin): 2.7094 eV

Löwdin atomic charge list, values in e, 4 entries: Zr 1.514; P 0.872; C -0.313; C -0.323